7 unconnected molecules or ions with the total composition C28H49N7, computed with ωB97M-V with the def2-TZVPD basis set.

Properties
- multiplicity = 1
- relative energy (zero: lowest compared OMol25 entry of this formula, charge and spin) (kJ/mol) = 289.7
- lowest unoccupied orbital energy (Eh) = 0.0103
- highest occupied orbital energy (eV) = -10.8
- frontier orbital gap (eV) = 11.121

The geometry in XYZ format:
```
84
Properties=species:S:1:pos:R:3:mulliken_charge:R:1
C -1.22511 -1.26477 2.05020 -1.28
C -0.20668 -1.92170 1.02637 -0.30
C 0.48754 -0.81444 0.20692 -0.11
C -0.35407 0.29019 -0.43408 0.12
N -0.89888 1.13626 -0.99607 -0.45
H -1.88122 -0.46406 1.70890 0.40
H -0.55742 -0.83388 2.79627 0.14
H -1.91097 -1.99885 2.47307 0.40
H -0.63988 -2.55355 0.25099 0.12
H 0.53806 -2.51080 1.56156 0.39
H 0.99999 -1.35115 -0.59147 0.18
H 1.35186 -0.28936 0.61354 0.34
C -1.61452 -0.40139 -4.57840 -1.12
C -3.03906 0.22264 -4.32749 -0.25
C -3.85470 -0.49487 -3.23560 -0.46
C -3.16715 -1.46064 -2.28655 0.30
N -2.79393 -2.27922 -1.59163 -0.44
H -0.84689 -0.06645 -3.88079 0.28
H -1.27989 -0.29997 -5.61080 0.38
H -1.57624 -1.46170 -4.32866 0.30
H -3.47292 0.18000 -5.32651 0.30
H -3.07020 1.28654 -4.09242 0.14
H -4.65423 -1.09231 -3.67369 0.33
H -4.27374 0.32248 -2.64870 0.23
C -0.22597 -5.75678 -1.79691 -1.32
C 0.95911 -4.72333 -1.81850 0.11
C 1.80245 -4.76280 -3.13865 -0.45
C 2.87593 -5.77816 -3.11031 0.31
N 3.70280 -6.61644 -3.10745 -0.45
H -0.93321 -5.54589 -2.59905 0.34
H -0.75527 -5.90704 -0.85597 0.36
H 0.24586 -6.71225 -2.02617 0.39
H 1.61569 -4.90257 -0.96710 0.39
H 0.51709 -3.72960 -1.74617 -0.20
H 2.08411 -3.72280 -3.30353 0.24
H 1.13246 -4.91199 -3.98538 0.29
C 1.78579 -0.92288 5.10817 -0.99
C 2.27916 0.07943 4.00306 -0.09
C 3.12115 1.24003 4.53528 -0.81
C 2.42001 2.34579 5.21718 0.32
N 1.93534 3.25414 5.67723 -0.44
H 0.76660 -1.21805 4.85872 0.17
H 1.72917 -0.37324 6.04774 0.31
H 2.38751 -1.82616 5.20880 0.36
H 1.49243 0.45832 3.35067 0.11
H 2.85206 -0.50066 3.27960 0.46
H 3.51835 1.70124 3.63106 0.33
H 3.93504 0.82609 5.13054 0.33
C 3.63101 -0.73267 -5.86581 -0.91
C 4.49794 0.39104 -5.45258 -0.45
C 4.74329 0.53425 -3.83731 -0.52
C 3.55025 0.33875 -2.88649 0.23
N 2.68502 0.22588 -2.14670 -0.41
H 3.99596 -1.70472 -5.53413 0.27
H 3.59650 -0.74536 -6.95519 0.35
H 2.67456 -0.51331 -5.39128 0.18
H 4.07737 1.34484 -5.77113 0.28
H 5.47508 0.36709 -5.93499 0.34
H 5.12820 1.52099 -3.57988 0.33
H 5.46291 -0.19966 -3.47451 0.29
C -1.36314 0.73301 5.57959 -0.95
C -0.95198 1.13252 6.99473 -0.19
C -1.99557 0.93677 8.13731 -0.53
C -3.15004 1.88714 7.99358 0.16
N -4.09373 2.53706 7.93200 -0.43
H -2.20192 1.31488 5.19752 0.43
H -1.44169 -0.33448 5.37366 0.33
H -0.55076 0.98411 4.89762 0.13
H -0.68138 2.18607 7.06467 0.33
H -0.10791 0.47552 7.20448 0.01
H -1.55951 1.21191 9.09765 0.32
H -2.36883 -0.08602 8.18897 0.34
C -2.55457 6.32028 -2.61128 -1.09
C -3.30702 5.07868 -2.08995 -0.59
C -2.63916 4.10006 -1.03691 0.14
C -1.94574 4.73813 0.08116 0.11
N -1.26698 5.21208 0.94166 -0.50
H -1.97901 6.09545 -3.50920 0.29
H -2.05877 6.76004 -1.74589 0.33
H -3.31181 7.01686 -2.97110 0.32
H -3.81220 4.53202 -2.88623 0.38
H -4.15128 5.60419 -1.64368 0.28
H -1.92022 3.39215 -1.44931 0.07
H -3.40840 3.47125 -0.58859 0.28
```